Entry 1:
ORCA calculation (ωB97M-V/def2-TZVPD) on a structure of composition C30H56N3O16 in a non-equilibrium geometry.

```
105
Properties=species:S:1:pos:R:3:forces:R:3:lowdin_charge:R:1
C -60.56972 12.52184 -4.79459 1.9693 4.1064 -3.8563 -0.01
C -61.53588 11.68986 -4.23529 -2.2745 -1.2384 0.8790 -0.42
O -61.65657 10.53444 -4.45742 -0.3824 -0.3954 0.3722 0.16
N -62.57093 12.35259 -3.26239 3.0343 1.0940 1.6243 0.11
H -62.29662 13.34593 -2.81891 -0.4343 -1.9864 -1.4915 0.20
H -63.38150 12.22321 -3.74591 -3.2538 1.2197 -2.2714 0.08
C -62.79340 11.47871 -2.12674 -3.4207 -2.5895 2.3461 -0.06
H -60.91447 13.63172 -4.93243 0.6501 -1.9760 0.6047 0.15
H -60.15389 12.19718 -5.84260 -1.2042 0.1436 2.1571 0.12
H -59.72708 12.49873 -4.13384 0.5935 0.3943 0.6450 0.08
H -61.85092 11.39557 -1.74968 2.5083 -0.7315 1.6978 0.05
H -63.22502 10.37851 -2.34437 1.1370 2.8202 -0.0977 0.13
H -63.49038 11.89842 -1.28317 1.2678 -0.2106 -2.1401 0.11
N -59.79421 13.96431 -1.11860 -2.5182 1.8546 3.9843 -0.63
O -60.77001 14.05377 -1.86181 -1.2216 0.3591 -2.7152 -0.07
O -59.67255 14.84771 -0.22397 1.0866 -0.0578 -1.2105 -0.04
O -59.21209 12.91274 -1.01782 2.4049 -2.4494 -0.6411 -0.04
N -64.46995 14.78842 -1.81992 3.8880 2.3660 -2.1339 -0.53
O -64.11401 14.36784 -0.69775 -2.1441 -0.8747 -1.0408 -0.06
O -65.14848 14.14360 -2.73963 0.3818 0.3211 2.2378 -0.14
O -63.84981 15.87583 -2.21345 -2.4944 -2.3278 0.5553 -0.09
C -64.21753 8.81122 -4.77869 0.9618 -1.1277 -1.5130 -0.06
C -65.66919 8.27706 -4.64965 2.6464 -3.1213 3.6680 -0.44
C -65.63776 6.75182 -4.86663 2.0378 0.6752 -0.5698 -0.05
O -65.98044 8.42554 -3.25177 -3.8676 -9.1068 -1.0710 -0.02
H -63.27981 8.20463 -4.23592 -2.9788 2.0984 -0.5718 0.16
H -64.23246 9.92914 -4.88581 0.5906 -1.0327 0.8640 0.06
H -64.00255 8.48973 -5.79562 0.4106 0.3185 -0.6177 0.05
H -66.37877 8.81058 -5.18261 -1.2121 0.9806 -1.6028 0.10
H -64.90426 6.30748 -4.08146 -0.8960 0.8184 -1.6511 0.11
H -65.23638 6.76493 -5.92618 -0.3674 -1.2686 1.0785 0.09
H -66.53865 6.17215 -4.74452 -0.5975 0.2802 -0.2578 0.06
H -65.69957 9.20657 -3.20224 3.1683 10.4856 2.4049 -0.09
C -68.02295 13.02444 -5.09391 -1.1120 5.3041 -3.7880 -0.09
C -68.08938 12.01018 -4.08677 2.7083 -3.1911 -0.0438 -0.49
C -68.70117 10.67249 -4.34999 0.8456 -2.2871 0.4876 -0.05
O -66.67029 11.70469 -3.73447 0.1681 3.3660 0.5173 -0.12
H -67.96438 12.90409 -6.20512 0.9776 -1.3283 0.8188 0.09
H -67.23909 13.77196 -4.79060 -0.4214 -0.7237 -0.4414 0.10
H -68.88722 13.78085 -5.27944 0.4531 -1.3794 1.4805 0.11
H -68.62088 12.38212 -3.31517 -1.1201 1.5874 3.3003 0.09
H -68.57135 9.80431 -3.48292 0.0718 2.5504 -2.4321 0.14
H -68.32608 10.39395 -5.33137 0.4741 -0.9345 0.0445 0.07
H -69.72957 10.75558 -4.55734 -1.6187 0.2968 0.1644 0.06
H -66.23990 12.66093 -3.49617 -1.0364 -3.0266 -0.1819 0.11
C -64.65124 14.04219 -7.30050 0.9947 3.9329 -0.3796 -0.08
C -64.46741 12.56636 -7.25106 0.1681 -0.3102 -2.4938 -0.56
C -63.16701 12.17509 -7.95681 0.3612 -3.2979 2.2669 -0.05
O -64.43065 12.14387 -5.96366 -1.4542 -1.8624 3.7711 -0.07
H -64.68438 14.42880 -8.32507 0.3585 -0.3616 -0.3000 0.07
H -63.88540 14.86788 -6.77085 -1.6494 -2.9190 -0.9334 0.16
H -65.63350 14.35241 -6.99988 -0.5810 -0.0787 0.8669 0.05
H -65.24184 12.03976 -7.85578 -0.2093 0.5514 0.5340 0.15
H -62.41686 12.65229 -7.42474 1.7678 0.7660 1.9650 0.03
H -62.94502 12.68031 -8.82827 -0.5215 0.3137 -2.7575 0.05
H -62.83435 11.02037 -7.88311 -1.2288 2.5704 -0.6012 0.14
H -65.32766 11.98042 -5.47933 1.8772 0.6386 -1.5267 0.12
C -61.07609 7.27944 -0.30169 -0.7429 -3.5344 0.3571 -0.03
C -62.60143 7.15057 -0.58681 -0.1987 -3.0358 0.9184 -0.47
C -63.50182 7.28600 0.66875 -3.3053 0.7952 -1.5734 -0.06
O -63.01855 8.10082 -1.48398 10.8805 4.9561 2.5555 0.01
H -60.56987 6.56975 0.45168 -1.5314 0.9834 -0.5974 0.11
H -60.76745 8.22978 -0.09586 0.5290 2.7276 0.6776 0.03
H -60.58370 6.95778 -1.18493 0.4756 0.0420 -1.1924 0.05
H -62.79212 6.08529 -1.14320 0.5344 1.9295 1.6257 0.17
H -64.73447 7.12708 0.48748 3.1355 0.5707 -0.3986 0.13
H -63.46430 8.34718 1.04195 0.3732 -1.3880 0.1427 0.06
H -63.38784 6.46462 1.31237 0.8934 -0.5770 1.5925 0.03
H -63.74597 7.81962 -1.73544 -11.1762 -3.4860 -4.1931 -0.07
C -61.92195 10.85921 1.66808 -1.3855 -1.0570 0.5020 -0.11
C -62.08474 12.32992 2.01913 -0.9428 0.3396 -2.0732 -0.40
C -62.59350 12.56841 3.50270 2.2770 -1.2516 0.5128 -0.07
O -60.68767 12.81073 1.87344 -5.0950 0.0863 10.7559 0.00
H -62.88142 10.24393 1.64569 0.8340 1.0703 -0.1151 0.07
H -61.37262 10.44113 2.52768 0.4505 -0.2305 -0.7482 0.08
H -61.43809 10.76963 0.66924 -0.0683 -0.1645 0.9216 0.08
H -62.99072 12.76061 1.07617 2.9673 -0.5157 3.0533 0.20
H -62.95383 13.56465 3.62639 -0.4222 0.6570 0.0218 0.04
H -61.70025 12.46619 4.31039 -1.7623 0.0740 -2.1429 0.12
H -63.36307 11.81934 3.82797 0.5466 0.6929 -0.6153 0.07
H -60.46267 12.83134 1.06845 2.6808 0.3898 -10.0264 -0.09
C -67.11971 12.30830 -0.25430 -6.1041 0.7219 0.7712 0.09
C -68.52561 12.72412 0.01680 4.8162 -3.9676 -2.4646 0.07
C -69.61494 11.73101 -0.33013 -3.6376 1.4624 -0.3260 -0.36
O -70.85862 12.09934 -0.35293 4.7265 -1.5451 0.1259 0.00
C -69.22900 10.31873 -0.69172 6.3543 -1.1044 -1.2655 0.08
C -67.72508 9.95571 -0.82378 -7.6030 0.5521 -0.3681 0.05
C -66.73383 10.98584 -0.83920 4.6423 -0.1910 0.7140 -0.36
O -65.51305 10.71583 -1.17210 -4.7025 1.1366 1.1748 0.04
H -66.38530 12.94921 0.11403 1.4976 1.0694 -0.1373 0.07
H -68.75012 13.74367 0.21300 -0.2626 0.4770 0.6167 0.09
H -69.90132 9.56631 -1.17294 0.1994 0.9203 1.1645 0.11
H -67.51131 8.93863 -1.15557 0.2247 0.3970 0.0451 0.10
C -57.57240 13.08977 -6.28013 -1.5178 -5.5337 0.5010 0.05
C -57.45480 11.67841 -5.63893 -0.7059 6.1976 -3.0940 0.06
C -57.05613 11.63932 -4.18836 0.4203 -0.5727 -1.4774 -0.50
O -56.97747 10.60419 -3.57115 -0.2642 -0.5634 0.0519 0.10
C -56.67542 12.88795 -3.56535 -0.4237 5.8598 1.8860 0.02
C -56.79240 14.23474 -4.19268 0.3766 -4.1760 4.9152 0.05
C -57.41312 14.40609 -5.53801 1.9291 -2.9856 1.5978 -0.49
O -57.68188 15.47332 -5.96501 -0.9144 1.7683 -1.3201 0.12
H -58.10455 13.17418 -7.32538 1.4431 -0.2410 2.0271 0.13
H -57.73005 10.78324 -6.26545 0.4415 1.0498 1.0261 0.12
H -56.50871 12.78274 -2.31232 -0.2537 0.4535 -3.9605 0.19
H -56.61801 15.07536 -3.40020 -0.3717 -1.2774 -2.1677 0.14
```
Forces are in eV/Å.

Summary:
HOMO energy, eV: -5.6
Kohn-Sham gap, eV: 5.04
Relative energy (zero: lowest compared OMol25 entry of this formula, charge and spin), kJ/mol: 0.0
Total charge: -1

Entry 2:
ORCA calculation (ωB97M-V/def2-TZVPD) on a cluster of 5 separate species, C30H56N7O2 in total.

```
95
Properties=species:S:1:pos:R:3:forces:R:3:lowdin_charge:R:1
C 1.12007 1.18490 -0.61346 -0.1788 0.1188 -0.2472 -0.05
C 0.69360 0.15847 -1.67486 0.4233 0.8039 0.3927 -0.44
C 1.44820 0.55484 -2.95610 0.0485 -0.7162 0.4623 -0.05
C -0.84553 0.24742 -1.82866 0.2069 -0.3065 -0.3714 -0.06
C -1.65886 -0.91637 -1.24149 -0.0894 0.1177 -0.0710 -0.36
C -1.72643 -0.84876 0.32006 -0.0840 -0.0580 0.1991 -0.11
C -1.46072 -2.12991 1.05008 -0.0440 -0.1257 0.1582 -0.24
N -2.33667 -3.04560 1.13424 0.0766 0.0617 0.0137 0.11
C -3.11728 -0.81960 -1.76718 0.1174 0.0102 0.2430 -0.10
C -3.72430 0.57327 -1.88184 -0.6536 -0.4099 -0.1716 -0.38
O -3.48320 1.31471 -0.70020 0.4322 -0.0605 -0.1003 -0.04
C -5.23609 0.45343 -2.15432 0.1518 0.0869 0.6583 -0.22
N -5.96596 0.00229 -0.96512 -0.0612 -0.0159 -0.1643 0.01
C -1.07657 -2.22244 -1.81805 0.0553 0.1975 -0.3076 -0.06
C 0.47339 -2.35243 -1.84199 0.0476 -0.9436 0.2274 -0.46
C 0.95932 -2.53959 -3.27888 0.0123 0.6072 -0.1457 -0.03
C 0.88573 -3.61536 -1.06882 -0.0239 0.0493 -0.4616 -0.03
N 1.11738 -1.18659 -1.19178 -0.9702 0.0582 0.0165 -0.10
O 1.24195 -1.29763 0.07626 0.3361 -0.0008 0.0337 -0.03
H 0.93667 2.17147 -1.03991 -0.0010 0.0597 0.0402 0.09
H 2.17728 1.12022 -0.36695 0.0273 -0.1124 0.0822 0.09
H 0.51926 1.11371 0.28637 0.1786 -0.1115 0.1527 0.05
H 1.51406 1.63228 -3.01647 -0.1553 0.1010 -0.2669 0.05
H 1.02046 0.12878 -3.85869 -0.0424 0.1683 -0.0926 0.06
H 2.46899 0.18557 -2.85367 0.0833 0.0835 -0.1597 0.08
H -1.15357 1.19512 -1.39307 -0.2101 0.0140 -0.0306 0.12
H -1.07935 0.28546 -2.89795 -0.0115 0.0444 -0.0422 0.13
H -1.06330 -0.08426 0.71879 0.1556 -0.0280 -0.1403 0.08
H -2.73491 -0.54422 0.59519 -0.0162 0.0549 -0.0245 0.11
H -0.48104 -2.23555 1.52053 0.0723 0.0333 -0.0660 0.11
H -1.95106 -3.82614 1.66585 -0.1045 -0.1196 -0.0101 0.03
H -3.18476 -1.26871 -2.75999 0.0265 0.0380 -0.0887 0.12
H -3.74112 -1.42321 -1.10447 -0.0165 -0.0813 0.0073 0.12
H -3.32005 1.08597 -2.76258 0.2742 0.0868 0.0962 0.14
H -4.15136 1.99353 -0.62600 -0.3126 0.2098 0.0902 0.09
H -5.60040 1.45865 -2.37541 -0.0806 -0.0261 -0.2796 0.11
H -5.38597 -0.20461 -3.01309 -0.0043 0.1758 -0.2417 0.11
H -6.92667 0.31206 -1.00985 -0.0402 0.0025 0.0037 0.06
H -5.99558 -1.00704 -0.91581 0.0842 -0.0459 0.0955 0.06
H -1.41130 -2.24850 -2.85735 0.0428 -0.0369 -0.0607 0.11
H -1.51053 -3.10551 -1.35131 -0.0731 0.0784 0.1605 0.11
H 0.54505 -1.79153 -3.95420 -0.0292 -0.0083 0.0255 0.07
H 0.63264 -3.50757 -3.65144 0.0607 -0.1015 0.0452 0.09
H 2.04429 -2.45596 -3.33437 0.0617 -0.1890 -0.0043 0.09
H 0.42340 -3.67174 -0.09122 0.1590 0.0285 0.1272 0.06
H 1.97005 -3.68270 -1.00009 0.0406 0.0487 0.2104 0.09
H 0.55076 -4.47159 -1.65583 -0.0962 -0.0534 0.0647 0.09
C 6.02210 0.98774 -0.92051 -0.0317 -0.0050 -0.0754 -0.10
C 6.81942 1.65603 -2.03466 -0.0410 -0.1352 0.1516 -0.25
C 6.17459 2.95451 -2.53111 0.2564 -0.0992 -0.1219 -0.18
C 4.85976 2.72554 -3.12536 -0.1152 0.0619 0.1761 -0.21
N 3.80480 2.53340 -3.53549 0.1250 0.1017 -0.1524 0.17
H 5.02797 0.69338 -1.26403 -0.0019 0.0189 -0.0009 0.06
H 6.53117 0.08973 -0.57214 -0.0059 -0.0032 0.0172 0.08
H 5.90735 1.65730 -0.06735 0.0141 -0.0001 0.0145 0.06
H 6.93246 0.96408 -2.87163 0.0113 0.0448 -0.0426 0.11
H 7.82158 1.89362 -1.67578 -0.0100 0.0651 -0.0055 0.11
H 6.81504 3.43432 -3.27289 -0.0521 0.0215 -0.0285 0.12
H 6.06327 3.65578 -1.70482 -0.0310 0.0167 0.0141 0.08
C 4.48240 4.36355 3.10804 0.0612 0.0131 -0.0027 -0.11
C 4.61820 5.46145 2.06076 -0.0571 -0.0465 0.1802 -0.26
C 5.08583 4.92884 0.70216 -0.1172 0.1474 0.0062 -0.19
C 6.42662 4.34755 0.77535 -0.0489 -0.0350 0.0631 -0.26
N 7.47265 3.88186 0.86342 0.0391 0.0077 -0.0681 0.16
H 5.44446 3.88795 3.30864 -0.0017 0.0003 -0.0187 0.07
H 4.11355 4.77695 4.04665 -0.0050 -0.0116 0.0026 0.07
H 3.77884 3.59908 2.77936 -0.0399 -0.0061 -0.0106 0.05
H 5.31553 6.22517 2.41097 0.0176 0.0160 -0.0558 0.11
H 3.65390 5.95068 1.91655 -0.0022 -0.0219 -0.0630 0.11
H 5.09653 5.73224 -0.03701 0.0526 -0.0272 -0.0221 0.12
H 4.39070 4.16713 0.33951 0.0305 -0.0468 0.0182 0.12
C -2.71548 3.79836 2.16288 0.0384 -0.0550 -0.0113 -0.10
C -2.23299 2.35443 2.23137 -0.0304 0.1357 -0.0585 -0.26
C -0.95672 2.19282 3.06628 -0.2285 -0.1094 -0.0712 -0.18
C 0.18045 2.89731 2.47720 0.1309 -0.1249 0.0888 -0.22
N 1.09241 3.40758 2.00295 0.0190 0.1694 -0.0272 0.17
H -1.97909 4.43938 1.67539 0.0157 0.0031 0.0147 0.07
H -3.64249 3.86449 1.59330 -0.0134 0.0174 0.0019 0.07
H -2.90626 4.19824 3.16089 -0.0075 0.0183 -0.0018 0.08
H -2.06233 1.97304 1.22244 -0.0151 -0.0124 0.0736 0.08
H -3.00871 1.72890 2.67608 0.0312 -0.0550 0.0025 0.12
H -0.69634 1.13552 3.14507 0.0926 0.0109 -0.0139 0.12
H -1.11117 2.56055 4.08244 0.0323 0.0546 -0.0033 0.12
C -5.27360 -5.09618 2.89359 0.0333 -0.0587 -0.0255 -0.11
C -5.31379 -6.61962 2.94567 -0.0730 0.1837 -0.0095 -0.26
C -4.09868 -7.22460 3.65792 -0.2200 -0.1119 -0.0624 -0.19
C -2.85235 -6.93688 2.95156 0.0664 0.0591 0.1314 -0.24
N -1.87589 -6.68652 2.40336 0.0319 0.0418 -0.0793 0.15
H -4.41420 -4.73600 2.32588 -0.0034 0.0097 0.0070 0.05
H -6.17108 -4.70704 2.41356 0.0001 0.0174 0.0026 0.07
H -5.21979 -4.67195 3.89821 0.0026 0.0063 0.0030 0.08
H -5.37852 -7.02091 1.93295 0.0277 -0.0498 0.0096 0.11
H -6.21127 -6.94575 3.47442 0.0240 -0.0502 0.0186 0.11
H -4.20736 -8.30726 3.73848 0.0596 -0.0072 -0.0137 0.12
H -4.02340 -6.83481 4.67459 0.0628 0.0419 -0.0096 0.12
```
Forces are in eV/Å.

Summary:
HOMO energy (spin up / spin down), eV: -7.8 / -9.1
Kohn-Sham gap (spin up / spin down), eV: 8.46 / 9.71
Multiplicity: 2
Total charge: 0

One value per record, in order, for E: -2543.98332; -1710.36050 Eh.